Molecular formula: C23H31Br2HfN3OS3
Method: DFT, the ωB97M-V functional and the def2-TZVPD basis

The energy above the lowest of the compared OMol25 structures with the same formula, charge and spin comes out at 0.4371 eV. The calculation puts the total energy at -7524.7598 hartree. Its charge is +2. For the HOMO energy, the calculation gives -13.0 eV.

Last column: natural (NBO) charge in e.
Geometry (Å):
Hf  0.751  0.243  0.307  2.1213
S  4.769  0.393  -2.049  0.5174
C  5.215  0.056  -0.442  -0.3724
C  4.141  -0.005  0.396  -0.2658
C  2.887  0.205  -0.254  -0.6309
C  3.098  0.452  -1.598  -0.2543
C  2.047  0.878  -2.505  0.2083
C  2.286  1.357  -3.791  -0.2304
C  1.236  1.848  -4.541  -0.0950
C  -0.041  1.850  -3.991  -0.2508
C  -0.207  1.348  -2.722  0.0829
N  0.798  0.857  -1.983  -0.6043
H  6.257  -0.067  -0.188  0.2652
H  4.277  -0.158  1.460  0.2201
H  3.298  1.371  -4.173  0.2445
H  1.404  2.241  -5.535  0.2488
H  -0.888  2.240  -4.536  0.2510
H  -1.183  1.337  -2.263  0.2243
N  1.803  -1.332  2.028  -0.8722
C  1.035  -2.577  2.319  -0.2199
C  -0.131  -2.294  3.254  -0.4286
C  -1.177  -1.363  2.662  -0.2169
N  -0.594  -0.031  2.338  -0.9053
H  2.683  -1.606  1.598  0.4104
H  2.062  -0.926  2.924  0.3979
H  1.684  -3.323  2.779  0.2184
H  0.672  -2.978  1.372  0.2059
H  0.247  -1.874  4.193  0.2121
H  -0.611  -3.241  3.504  0.2530
H  -1.997  -1.254  3.374  0.2221
H  -1.582  -1.790  1.744  0.2032
H  -0.168  0.331  3.190  0.4064
H  -1.352  0.617  2.141  0.4241
Br  -2.642  0.042  -0.335  0.0585
C  -3.901  1.557  -0.386  -0.4952
Br  -3.493  2.857  -1.733  0.1091
H  -3.868  2.021  0.590  0.2425
H  -4.864  1.118  -0.608  0.2490
O  0.145  -1.621  -0.610  -1.0508
S  -0.037  -2.017  -2.103  1.2454
C  -1.258  -3.363  -2.078  -0.5693
C  -0.489  -4.644  -1.788  -0.4151
C  0.769  -4.552  -2.647  -0.4168
C  1.358  -3.164  -2.401  -0.5661
H  -1.687  -3.372  -3.083  0.2581
H  -2.035  -3.105  -1.360  0.2662
H  -1.091  -5.517  -2.036  0.2593
H  -0.229  -4.701  -0.729  0.2146
H  0.508  -4.669  -3.700  0.2285
H  1.497  -5.322  -2.399  0.2571
H  1.948  -2.788  -3.235  0.2636
H  1.947  -3.117  -1.484  0.2535
S  -0.350  2.486  0.557  -0.3425
C  0.639  3.197  1.842  -0.0457
C  0.225  4.361  2.480  -0.2605
C  1.032  4.938  3.449  -0.1631
C  2.252  4.365  3.787  -0.2075
C  2.657  3.194  3.167  -0.1785
C  1.848  2.612  2.203  -0.2721
H  -0.717  4.814  2.200  0.2319
H  0.707  5.845  3.941  0.2370
H  2.890  4.834  4.523  0.2372
H  3.607  2.740  3.421  0.2248
H  2.174  1.709  1.686  0.1563

Molecular formula: C23H49Br14N2O
Method: DFT, the ωB97M-V functional and the def2-TZVPD basis

The energy above the lowest of the compared OMol25 structures with the same formula, charge and spin comes out at 0.0000 eV. The calculation puts the total energy at -37126.4674 hartree. Its charge is +1. For the HOMO energy, the calculation gives -11.6 eV.

Last column: Mulliken charge in e.
Geometry (Å):
C  -3.748  0.250  3.116  -0.6760
N  -2.561  0.959  2.604  0.0443
C  -2.641  1.306  1.195  -0.8084
N  -2.224  0.221  0.243  0.4603
C  -3.112  -0.946  -0.031  -0.5608
C  -2.339  -2.099  0.737  -0.8702
C  -0.894  -1.837  0.149  0.6199
C  0.315  -2.704  0.627  0.3558
C  0.198  -3.163  2.121  -1.0444
C  0.524  -2.015  3.132  0.2628
O  0.559  -2.569  4.445  -0.5482
C  -0.789  -0.260  0.288  0.5950
H  -4.419  0.898  3.736  0.2580
H  -3.420  -0.580  3.799  0.2342
H  -4.388  -0.222  2.336  0.2011
H  -1.693  0.491  2.842  0.2743
H  -1.942  2.169  1.038  0.0641
H  -3.651  1.662  0.904  0.3723
H  -2.226  0.700  -0.672  0.0610
H  -4.200  -0.858  0.173  0.3919
H  -2.994  -1.219  -1.110  0.3510
H  -2.225  -1.983  1.846  0.3327
H  -2.817  -3.088  0.560  0.3282
H  -1.023  -2.168  -0.917  -0.4222
H  1.282  -2.162  0.456  -0.3872
H  0.377  -3.623  -0.006  0.1193
H  0.909  -4.006  2.321  0.3922
H  -0.824  -3.574  2.329  0.2344
H  -0.248  -1.196  3.127  -0.1402
H  1.537  -1.606  2.870  0.2638
H  1.037  -1.977  5.035  0.3353
H  -0.380  0.016  -0.720  -0.5967
H  -0.153  0.167  1.091  0.2120
Br  -2.045  1.571  -3.580  -0.1402
C  -0.232  0.941  -3.946  -0.5655
C  -0.256  -0.353  -4.718  0.0094
Br  -0.684  -1.864  -3.569  -0.0729
H  0.282  0.864  -2.991  0.1504
H  0.229  1.732  -4.536  0.5087
H  0.729  -0.580  -5.119  -0.2291
H  -0.983  -0.353  -5.526  0.4463
Br  -1.847  2.472  8.119  -0.1266
C  -3.085  1.643  6.865  -0.4552
C  -3.272  0.178  7.164  -0.5955
Br  -1.744  -0.872  6.559  -0.1141
H  -2.697  1.830  5.866  0.1792
H  -4.023  2.182  6.992  0.3876
H  -4.125  -0.220  6.615  0.3170
H  -3.399  -0.031  8.223  0.4274
Br  2.384  1.908  0.734  -0.1222
C  1.185  3.417  0.443  -0.5296
C  0.460  3.288  -0.870  0.1722
Br  1.609  3.743  -2.375  -0.1018
H  1.785  4.320  0.515  0.5042
H  0.482  3.386  1.276  0.2691
H  -0.368  3.995  -0.924  0.4074
H  0.086  2.283  -1.052  -0.5715
Br  3.440  -0.202  -5.366  -0.1887
C  3.911  -2.037  -4.908  -0.5188
C  3.618  -2.980  -6.041  -0.5767
Br  1.713  -3.376  -6.179  -0.1440
H  3.375  -2.283  -3.999  0.2678
H  4.980  -2.009  -4.699  0.3964
H  4.093  -3.945  -5.866  0.3866
H  3.932  -2.596  -7.009  0.4054
Br  -3.688  4.418  1.874  -0.0781
C  -5.295  5.218  1.123  -0.5282
C  -6.076  4.191  0.345  -0.6481
Br  -5.244  3.823  -1.380  -0.1220
H  -4.977  6.067  0.524  0.3748
H  -5.870  5.575  1.976  0.3454
H  -7.074  4.559  0.112  0.3887
H  -6.156  3.239  0.863  0.3334
Br  5.743  0.667  -1.438  -0.1253
C  6.360  1.198  -3.209  -0.1959
C  6.751  2.652  -3.241  -0.5748
Br  5.195  3.827  -3.308  -0.1401
H  5.567  0.951  -3.911  -0.0595
H  7.225  0.566  -3.406  0.3447
H  7.308  2.879  -4.150  0.3579
H  7.337  2.954  -2.377  0.3813
Br  3.619  -2.017  -0.563  -0.0528
C  4.143  -3.846  -0.130  -0.6389
C  4.003  -4.759  -1.322  -0.5772
Br  2.144  -5.240  -1.652  -0.1065
H  3.542  -4.154  0.722  0.3325
H  5.187  -3.776  0.174  0.4198
H  4.510  -5.706  -1.140  0.4032
H  4.382  -4.321  -2.242  0.2734

Molecular formula: C48H68N7OPRe
Method: DFT, the ωB97M-V functional and the def2-TZVPD basis

The spin multiplicity is 2. The calculation puts the total energy at -2747.6722 hartree. Its charge is +2. For the HOMO energy (spin up / spin down), the calculation gives -12.2 / -12.2 eV. Its expectation value of S² is 0.79.

Last column: Löwdin spin population.
Geometry (Å):
Re  -0.330  -1.074  0.398  0.8489
C  -2.424  -0.130  6.166  -0.0011
C  -3.035  -1.288  5.366  -0.0017
C  -2.840  -1.083  3.907  -0.0098
C  -3.731  -0.579  2.988  -0.0013
C  -5.136  -0.148  3.211  0.0000
C  -6.118  -1.279  2.884  0.0000
C  -3.061  -0.602  1.714  -0.0067
N  -1.758  -1.018  1.867  -0.0098
C  -1.625  -1.356  3.187  0.0021
C  -0.485  -1.923  3.736  0.0187
C  0.671  -2.255  3.047  0.0047
C  1.831  -2.832  3.647  0.0115
C  1.956  -3.270  5.063  0.0013
C  1.359  -4.674  5.232  0.0010
C  2.776  -2.969  2.649  -0.0021
C  2.184  -2.472  1.446  0.0187
C  2.829  -2.402  0.223  0.0026
C  2.276  -1.948  -0.964  0.0140
N  0.982  -1.530  -1.101  0.0011
C  0.770  -1.371  -2.448  -0.0019
C  -0.453  -1.096  -3.029  -0.0068
C  -1.657  -0.893  -2.365  0.0016
N  -1.829  -0.936  -1.008  0.0410
C  -3.102  -0.497  -0.761  -0.0069
C  -3.663  -0.325  0.499  0.0071
C  -3.763  -0.174  -1.997  0.0091
C  -2.864  -0.439  -3.003  0.0030
C  -3.043  -0.283  -4.472  0.0005
C  -3.259  -1.638  -5.155  0.0004
C  -5.144  0.368  -2.111  0.0014
C  -6.211  -0.724  -1.985  0.0008
C  2.001  -1.572  -3.169  0.0018
C  2.941  -1.936  -2.240  -0.0126
C  4.397  -2.155  -2.429  -0.0020
C  5.153  -0.898  -1.975  -0.0013
C  2.171  -1.442  -4.640  0.0007
C  1.755  -2.729  -5.358  0.0004
N  0.891  -2.020  1.696  -0.0015
C  4.165  -3.485  2.791  -0.0009
C  5.165  -2.356  3.066  -0.0005
H  -2.567  -0.302  7.228  -0.0001
H  -1.359  -0.038  5.966  0.0000
H  -2.906  0.809  5.903  0.0000
H  -2.571  -2.226  5.678  -0.0003
H  -4.100  -1.353  5.586  -0.0001
H  -5.271  0.144  4.252  0.0000
H  -5.361  0.719  2.589  0.0000
H  -5.935  -2.137  3.524  0.0000
H  -7.136  -0.936  3.044  0.0000
H  -6.014  -1.599  1.851  0.0001
H  -0.504  -2.140  4.791  0.0008
H  3.006  -3.289  5.354  0.0001
H  1.440  -2.574  5.725  0.0002
H  1.886  -5.387  4.603  0.0000
H  1.449  -4.993  6.265  0.0001
H  0.308  -4.683  4.955  0.0000
H  3.843  -2.772  0.183  -0.0002
H  -0.473  -0.997  -4.104  -0.0003
H  -4.681  0.031  0.529  0.0005
H  -3.906  0.352  -4.669  0.0000
H  -2.166  0.207  -4.904  0.0001
H  -4.168  -2.108  -4.791  0.0000
H  -3.353  -1.496  -6.228  0.0001
H  -2.427  -2.311  -4.964  0.0000
H  -5.305  1.120  -1.335  0.0002
H  -5.263  0.861  -3.077  0.0000
H  -6.108  -1.270  -1.051  -0.0001
H  -7.198  -0.270  -2.019  0.0001
H  -6.130  -1.431  -2.805  0.0000
H  4.736  -3.015  -1.849  -0.0003
H  4.608  -2.355  -3.479  -0.0002
H  4.914  -0.663  -0.940  -0.0001
H  6.226  -1.045  -2.060  -0.0001
H  4.871  -0.049  -2.594  0.0000
H  1.578  -0.604  -5.009  0.0002
H  3.216  -1.237  -4.869  0.0000
H  0.712  -2.965  -5.163  0.0000
H  1.892  -2.613  -6.428  0.0001
H  2.363  -3.564  -5.023  0.0000
H  4.202  -4.192  3.620  0.0000
H  4.463  -4.020  1.889  -0.0001
H  4.917  -1.841  3.991  0.0000
H  6.164  -2.773  3.159  -0.0001
H  5.168  -1.630  2.257  0.0000
O  -0.386  1.232  -0.314  0.0468
P  0.541  2.387  -0.510  0.0056
N  0.649  2.769  -2.123  0.0009
C  1.513  3.689  -2.843  0.0003
C  1.626  2.991  -4.196  0.0001
C  0.191  2.517  -4.445  0.0000
C  -0.417  2.379  -3.038  0.0002
N  2.049  2.000  0.044  -0.0001
C  2.042  1.501  1.425  0.0095
C  3.271  2.129  2.070  0.0015
C  4.245  2.198  0.897  0.0001
C  3.339  2.621  -0.259  0.0000
N  -0.052  3.648  0.428  0.0001
C  0.685  4.907  0.502  0.0000
C  -0.367  6.021  0.417  0.0000
C  -1.601  5.318  -0.150  0.0000
C  -1.478  3.932  0.471  0.0002
H  2.471  3.827  -2.351  0.0000
H  1.022  4.663  -2.970  0.0000
H  2.296  2.134  -4.099  0.0000
H  1.996  3.644  -4.980  0.0000
H  0.173  1.582  -5.000  0.0000
H  -0.358  3.261  -5.018  0.0000
H  -0.725  1.364  -2.804  0.0001
H  -1.285  3.036  -2.928  0.0000
H  2.131  0.406  1.403  0.0069
H  1.114  1.768  1.938  0.0011
H  3.649  1.549  2.909  0.0000
H  3.038  3.137  2.416  0.0002
H  4.675  1.217  0.702  0.0000
H  5.054  2.906  1.060  0.0000
H  3.703  2.264  -1.224  0.0000
H  3.273  3.712  -0.279  0.0000
H  1.405  4.976  -0.317  0.0000
H  1.237  4.947  1.446  0.0000
H  -0.036  6.854  -0.199  0.0000
H  -0.586  6.400  1.414  0.0000
H  -1.543  5.251  -1.238  0.0000
H  -2.527  5.820  0.119  0.0000
H  -2.034  3.152  -0.046  0.0001
H  -1.796  3.956  1.519  0.0000